1.
{
  "formula": "C17H29ClNO6P2Re",
  "method": "ωB97M-V/def2-TZVPD",
  "homo_energy_ha": [-0.41482, -0.43727],
  "homo_lumo_gap_ev": [6.6, 7.0],
  "total_charge": 1,
  "e_tot_ha": -2391.952445,
  "lumo_ev": [-4.6834, -4.8961],
  "multiplicity": 4,
  "s_squared": 3.788,
  "species": ["C", "C", "N", "C", "C", "C", "C", "P", "Re", "P", "C", "C", "C", "C", "C", "C", "C", "O", "O", "H", "H", "H", "C", "C", "H", "H", "H", "H", "C", "C", "H", "H", "H", "H", "H", "H", "H", "H", "H", "H", "H", "H", "H", "H", "H", "H", "H", "H", "H", "H", "H", "H", "O", "Cl", "O", "O", "O"],
  "coordinates": [[3.575487, -1.332586, -2.099594], [2.472913, -0.614183, -1.618392], [1.797115, -1.081128, -0.547274], [2.145158, -2.226396, 0.086480], [3.228102, -2.975303, -0.392335], [3.948702, -2.523863, -1.489955], [1.973768, 0.638515, -2.290930], [0.964693, 1.681801, -1.109390], [-0.000263, -0.003847, 0.135400], [-0.382176, -1.959198, 1.299531], [1.380344, -2.596481, 1.335479], [-1.705502, 1.021503, 0.679406], [-1.638396, 2.255800, 1.377540], [-2.797256, 2.971926, 1.697732], [-4.065803, 2.484517, 1.352344], [-4.153957, 1.260122, 0.679074], [-3.000717, 0.539195, 0.341741], [-0.171173, 0.349864, -4.613069], [-2.276657, 0.379974, -2.880160], [4.118858, -0.940045, -2.966813], [3.493470, -3.905714, 0.125541], [4.800804, -3.097581, -1.868331], [2.175017, 2.771609, -0.270361], [-0.004309, 2.813997, -2.162628], [1.426705, -3.682834, 1.524475], [1.843605, -2.084645, 2.195679], [1.250134, 0.385978, -3.106167], [2.803609, 1.199844, -2.752795], [-0.917284, -1.937733, 3.020963], [-1.373478, -3.275485, 0.552302], [-0.665553, 2.641596, 1.674226], [-2.705387, 3.923267, 2.232432], [-4.968894, 3.047419, 1.607309], [-5.133319, 0.854813, 0.402908], [-3.091816, -0.403877, -0.192691], [-1.723334, -0.007975, -2.169913], [-2.801794, 1.055940, -2.420383], [-1.011277, 0.477211, -4.096002], [-0.190183, -0.592168, -4.824379], [-0.792576, -0.636009, -1.220673], [2.716596, 3.410900, -0.986737], [1.637291, 3.404043, 0.452296], [2.887773, 2.145731, 0.287730], [0.636713, 3.385520, -2.854555], [-0.730824, 2.214597, -2.732798], [-0.551728, 3.500900, -1.504301], [-1.312983, -4.210758, 1.134736], [-2.420308, -2.944453, 0.502459], [-1.021188, -3.450249, -0.473238], [-0.848864, -2.896423, 3.515994], [-0.264421, -1.240661, 3.596459], [-1.918710, -1.512256, 3.088400], [1.565039, -0.852342, 4.359197], [0.670559, 0.234166, 3.874279], [-0.581367, 0.481255, 4.624593], [1.373443, 1.372425, 3.792735], [0.335599, 0.079765, 2.094425]],
  "atomic_forces_ev_per_a": [[-0.119, 0.486, -0.262], [0.572, -0.614, -0.203], [-0.110, 0.022, 0.218], [0.718, -0.148, -0.487], [-0.450, -0.225, 0.630], [-0.001, 0.083, -0.067], [-0.262, 0.299, -0.047], [1.849, 1.798, -2.299], [-1.719, 0.595, 0.899], [-0.166, -3.232, 0.490], [-0.199, -0.086, 0.108], [-1.055, 0.354, -0.442], [-0.613, -0.299, -0.163], [0.172, 0.027, 0.054], [0.388, -0.256, -0.117], [-0.048, -0.167, -0.051], [0.122, 0.748, 0.287], [-0.597, -0.172, 0.580], [-0.125, 0.188, 0.465], [-0.218, -0.234, 0.402], [-0.080, 0.461, -0.302], [-0.355, 0.242, 0.159], [-0.018, -0.105, 0.266], [-0.168, -0.196, -0.072], [-0.053, 0.438, -0.085], [-0.072, -0.206, -0.214], [0.444, 0.073, 0.372], [-0.309, -0.186, 0.195], [0.341, 0.683, 0.542], [0.014, -0.486, -0.089], [-0.134, 0.055, 0.041], [-0.061, -0.367, -0.205], [0.383, -0.233, -0.107], [0.352, 0.182, 0.142], [-0.117, 0.125, 0.056], [-0.436, 0.234, -0.338], [0.062, -0.264, -0.231], [0.616, -0.061, -0.608], [0.016, 0.150, -0.197], [0.417, -0.112, 0.353], [-0.260, -0.300, 0.208], [0.198, -0.157, -0.218], [-0.160, 0.245, -0.156], [-0.181, -0.285, 0.328], [0.315, 0.333, 0.171], [0.121, -0.126, -0.149], [-0.078, 0.334, -0.273], [0.258, -0.101, 0.037], [-0.120, -0.027, 0.229], [-0.192, -0.416, -0.121], [-1.957, -2.918, -0.983], [-0.108, -0.187, -0.041], [-2.564, 1.298, -1.280], [-1.111, -1.607, 1.048], [2.196, -1.524, -1.838], [3.201, 5.181, -0.411], [1.460, 0.663, 3.776]],
  "mulliken_spin": [-0.016, 0.019, -0.037, 0.022, -0.015, 0.020, 0.025, -0.085, 2.864, -0.002, 0.027, -0.155, 0.057, -0.041, 0.093, -0.049, 0.099, -0.001, -0.002, 0.000, 0.000, 0.000, 0.020, 0.045, -0.001, -0.005, -0.007, -0.002, 0.010, 0.008, -0.007, 0.000, 0.004, -0.001, 0.005, 0.003, -0.001, -0.002, 0.000, -0.064, 0.002, 0.000, -0.001, 0.002, -0.008, -0.001, -0.001, 0.001, 0.001, -0.001, -0.001, -0.001, 0.018, 0.010, 0.011, 0.038, 0.103]
}



2.
{
  "formula": "C17H29F4INO2",
  "method": "ωB97M-V/def2-TZVPD",
  "homo_energy_ha": -0.44534,
  "homo_lumo_gap_ev": 7.3,
  "total_charge": 1,
  "e_tot_ha": -1566.936561,
  "lumo_ev": -4.8106,
  "multiplicity": 1,
  "smiles": "CCCO[C@@]1(C(F)(F)F)[NH+]=C(CC)[C@@H](CCCI)[C@@]1(COC)[C@H](C)F",
  "species": ["C", "C", "C", "O", "C", "C", "F", "F", "F", "N", "C", "C", "C", "C", "C", "C", "C", "I", "C", "C", "O", "C", "C", "C", "F", "H", "H", "H", "H", "H", "H", "H", "H", "H", "H", "H", "H", "H", "H", "H", "H", "H", "H", "H", "H", "H", "H", "H", "H", "H", "H", "H", "H", "H"],
  "coordinates": [[1.256298, -3.968682, 1.633140], [0.313643, -4.010062, 0.292828], [0.027608, -2.515612, -0.376657], [-1.328725, -2.136908, 0.022295], [-1.440514, -0.743582, 0.466349], [-2.834813, -0.827817, 1.388516], [-2.743235, -2.172047, 2.072985], [-2.855481, 0.172439, 2.492084], [-4.071043, -0.877309, 0.575327], [-0.470325, -0.190815, 1.503414], [0.451728, 0.800135, 1.164526], [1.591062, 1.550254, 2.091630], [1.563300, 1.097759, 3.682324], [0.116828, 1.077465, -0.450832], [1.303304, 0.646833, -1.546996], [2.738364, 0.280802, -0.845463], [3.646721, -0.467387, -2.032804], [5.571307, -1.025384, -1.155972], [-1.403212, 0.469668, -0.684915], [-2.333148, 1.755982, -0.202580], [-2.198211, 2.947288, -1.054513], [-2.045119, 4.184031, -0.272838], [-1.820584, -0.128509, -2.152466], [-1.520565, 0.876747, -3.421037], [-3.298918, -0.433310, -2.224147], [2.390828, -4.019562, 1.318627], [0.986108, -2.986176, 2.218407], [0.973838, -4.873735, 2.358499], [-0.748049, -4.424976, 0.647343], [0.684817, -4.801287, -0.518259], [0.043016, -2.693444, -1.556962], [0.865462, -1.732141, -0.160161], [-0.384455, -0.508198, 2.494998], [1.376625, 2.722568, 2.077199], [2.692662, 1.424007, 1.698899], [2.005341, 0.000684, 3.825774], [2.094327, 1.887342, 4.364059], [0.410336, 1.034649, 3.980022], [0.251362, 2.263477, -0.474797], [1.490518, 1.571169, -2.253162], [0.975063, -0.285243, -2.181778], [2.668938, -0.510743, 0.026648], [3.326121, 1.199944, -0.417565], [3.054063, -1.467107, -2.275531], [3.700030, 0.277515, -2.935485], [-3.494915, 1.499943, -0.174120], [-2.056843, 2.030186, 0.923098], [-2.594256, 5.071071, -0.852208], [-0.895291, 4.459537, -0.291358], [-2.515113, 4.158114, 0.798517], [-1.290735, -1.159322, -2.424784], [-0.909273, 1.819011, -3.032280], [-2.501129, 1.315265, -3.909507], [-0.815667, 0.365475, -4.238333]],
  "atomic_forces_ev_per_a": [[-0.496, -0.293, -0.281], [-0.898, -0.431, 0.490], [1.228, -2.292, -1.598], [1.846, 3.612, 0.881], [-2.142, 0.404, 0.345], [-1.551, -2.427, 0.851], [-0.598, 4.592, -1.739], [-0.413, -3.046, -3.800], [4.377, 0.664, 3.271], [4.263, 2.420, 0.481], [-2.115, -2.543, -2.283], [-0.294, 0.367, 1.087], [-1.282, -0.846, -0.517], [1.740, 1.442, 0.290], [0.655, -0.157, 0.649], [0.677, -0.873, -0.714], [-2.318, 0.527, 0.759], [-0.891, 0.345, -0.638], [0.028, 0.697, 0.808], [-1.650, -0.030, 1.016], [0.212, -0.719, 2.042], [0.220, 1.553, -0.714], [-0.367, -0.296, -1.985], [0.963, 0.995, 0.285], [3.326, 0.750, 0.849], [-2.291, 0.255, 0.925], [0.789, -1.796, -1.051], [0.818, 1.980, -1.747], [2.197, 1.091, -0.945], [-0.566, 2.002, 1.771], [-0.198, 0.588, 2.448], [-1.720, -1.376, -0.002], [-0.690, -0.156, -1.096], [0.151, -2.582, -0.363], [-2.514, -0.039, 0.225], [-0.759, 2.561, -0.290], [-0.988, -1.656, -1.488], [2.510, 0.292, -0.299], [-1.211, -2.428, -0.128], [-0.584, -2.005, 1.338], [0.499, 1.902, 1.262], [-0.138, 1.571, -1.627], [-1.255, -1.612, -1.010], [1.531, 2.190, 0.181], [0.295, -1.777, 1.635], [2.539, 0.154, -0.213], [-0.321, -0.651, -2.348], [1.143, -2.155, 1.147], [-2.259, -0.482, 0.497], [1.040, -0.236, -1.983], [-1.271, 2.215, 1.140], [-1.376, -1.951, -0.791], [1.969, -1.246, 1.144], [-1.860, 0.929, 1.834]],
  "mulliken_charge": [-0.735, -0.606, 0.609, -0.379, -0.497, 0.444, -0.264, -0.244, -0.201, 0.469, -0.372, -0.344, -1.071, 0.387, -0.789, -0.568, -0.923, 0.037, 1.106, -0.672, -0.305, -0.575, 0.279, -0.891, -0.383, 0.260, 0.095, 0.334, 0.271, 0.337, 0.198, -0.423, 0.418, 0.368, 0.187, 0.294, 0.353, 0.275, 0.149, 0.497, 0.250, 0.382, 0.314, 0.369, 0.433, 0.235, 0.333, 0.274, 0.209, 0.274, 0.014, 0.211, 0.338, 0.240]
}



3.
{
  "formula": "C17H29N5O7",
  "method": "ωB97M-V/def2-TZVPD",
  "homo_energy_ha": -0.32867,
  "homo_lumo_gap_ev": 9.5,
  "e_tot_ha": -1465.673170,
  "lumo_ev": 0.5992,
  "multiplicity": 1,
  "de_lowest_kj_mol": 12.9,
  "smiles": "COCCOCC(=O)NC[C@@]1(OC)CCN(C(=O)CCCn2c(O)nnc2O)C1",
  "species": ["C", "O", "C", "C", "O", "C", "C", "O", "N", "C", "C", "O", "C", "C", "C", "N", "C", "O", "C", "C", "C", "N", "C", "O", "N", "N", "C", "O", "C", "H", "H", "H", "H", "H", "H", "H", "H", "H", "H", "H", "H", "H", "H", "H", "H", "H", "H", "H", "H", "H", "H", "H", "H", "H", "H", "H", "H", "H"],
  "coordinates": [[2.704032, -3.682976, 0.377492], [1.925881, -3.551179, -0.789737], [2.091757, -2.293906, -1.398714], [1.096680, -2.159716, -2.517526], [-0.218537, -2.116659, -1.969030], [-1.201370, -1.809672, -2.955314], [-1.409632, -0.297023, -3.050304], [-1.321257, 0.299121, -4.112550], [-1.663277, 0.267462, -1.859005], [-1.628600, 1.682830, -1.605997], [-0.229287, 2.219712, -1.245111], [0.661345, 2.199148, -2.342257], [0.293432, 2.990169, -3.461317], [-0.388616, 3.590424, -0.569062], [-0.725910, 3.237004, 0.877399], [-0.008807, 1.978797, 1.091888], [0.179234, 1.514991, 2.340427], [-0.354552, 2.059979, 3.303271], [1.154559, 0.354683, 2.530514], [0.873447, -0.445469, 3.803627], [-0.031777, -1.659620, 3.573506], [-1.124170, -1.356388, 2.661136], [-1.167112, -1.620208, 1.326782], [-0.309778, -2.482392, 0.793722], [-2.088743, -0.929477, 0.732668], [-2.699614, -0.133637, 1.710593], [-2.104059, -0.410117, 2.821330], [-2.324038, 0.091966, 4.040452], [0.463703, 1.392930, -0.155914], [2.512973, -4.671760, 0.787649], [3.773174, -3.584615, 0.155957], [2.424763, -2.926333, 1.120333], [1.934004, -1.488803, -0.666050], [3.107088, -2.184922, -1.803154], [1.297214, -1.235349, -3.070570], [1.178447, -3.010693, -3.200812], [-0.907438, -2.185009, -3.935300], [-2.128864, -2.294350, -2.645502], [-1.829708, -0.327246, -1.046306], [-2.002984, 2.223835, -2.475819], [-2.306992, 1.883029, -0.775010], [1.170583, 3.034508, -4.103231], [-0.525831, 2.535703, -4.019752], [0.030781, 4.009369, -3.160569], [0.565559, 4.118774, -0.624684], [-1.158059, 4.210497, -1.029259], [-0.391670, 3.982307, 1.597333], [-1.798070, 3.091893, 1.033330], [1.186427, -0.288688, 1.648860], [2.140502, 0.823808, 2.599224], [1.806951, -0.807167, 4.237406], [0.415545, 0.226684, 4.528255], [0.518327, -2.480795, 3.115884], [-0.446474, -2.014066, 4.515756], [-0.382309, -2.473175, -0.187879], [-2.381855, 1.055606, 3.966901], [0.209496, 0.335754, -0.233198], [1.543489, 1.510429, -0.282761]],
  "atomic_forces_ev_per_a": [[0.001, 0.001, -0.001], [0.000, -0.001, 0.002], [-0.001, -0.001, 0.000], [0.018, 0.188, 0.038], [0.015, -0.253, -0.093], [-0.171, 0.053, 0.186], [0.134, 0.009, -0.129], [-0.005, -0.001, 0.002], [0.003, -0.004, 0.014], [-0.001, 0.000, -0.005], [-0.010, 0.006, -0.001], [0.003, 0.003, 0.001], [0.000, -0.002, 0.000], [0.003, -0.003, 0.005], [-0.023, -0.002, -0.011], [0.034, 0.013, -0.001], [-0.003, -0.002, -0.005], [-0.004, -0.003, 0.001], [-0.034, 0.000, 0.001], [0.021, -0.003, 0.002], [0.004, 0.015, -0.008], [0.003, 0.003, 0.007], [0.001, 0.002, -0.002], [-0.009, -0.006, -0.009], [-0.001, 0.001, -0.008], [-0.025, -0.031, 0.006], [0.043, 0.024, -0.001], [-0.131, -0.018, -0.013], [0.012, -0.006, 0.010], [0.000, 0.000, 0.000], [0.000, 0.000, 0.000], [0.000, 0.000, 0.000], [0.000, -0.001, 0.000], [0.000, 0.001, 0.000], [0.002, 0.000, 0.000], [-0.001, 0.000, -0.001], [0.002, 0.000, 0.000], [-0.001, -0.001, -0.004], [0.005, 0.002, 0.002], [0.000, 0.000, 0.000], [0.000, 0.001, 0.001], [0.000, 0.000, 0.000], [0.000, 0.000, 0.000], [0.000, 0.000, 0.000], [0.000, 0.001, 0.000], [-0.001, 0.001, 0.001], [0.002, 0.000, -0.002], [0.001, -0.002, 0.001], [0.001, -0.001, 0.000], [0.000, 0.000, 0.000], [0.001, 0.001, -0.003], [0.004, 0.000, 0.005], [0.006, 0.004, -0.002], [-0.002, -0.005, -0.003], [0.006, 0.006, 0.005], [0.101, 0.010, 0.009], [-0.001, 0.000, 0.003], [0.000, -0.002, 0.000]],
  "mulliken_charge": [-0.559, -0.345, -0.202, -0.757, -0.364, -0.947, 0.696, -0.682, 0.245, -1.818, 1.564, -0.495, -0.754, -1.072, -0.988, 0.285, 0.312, -0.759, 0.340, -0.734, -0.967, 0.295, 0.345, -0.444, -0.112, -0.888, 0.361, -0.527, 0.000, 0.252, 0.336, 0.094, -0.066, 0.520, 0.445, 0.433, 0.455, 0.389, 0.233, 0.427, 0.578, 0.315, 0.248, 0.313, 0.456, 0.421, 0.457, 0.344, -0.526, 0.684, 0.437, 0.385, 0.437, 0.306, 0.560, 0.444, -0.592, 0.187]
}